Here is a molecular structure, C29H21AuIN6 at a distorted geometry from the Open Molecules 2025 dataset. Energies are from ωB97M-V/def2-TZVPD.

Charge: +1
LUMO (alpha / beta): -3.16 / -5.39 eV
HOMO-LUMO gap (alpha / beta): 4.870 / 5.752 eV
Multiplicity: 3
HOMO (alpha / beta): -0.29529 / -0.40952 hartree

The geometry in XYZ format:
```
58
Properties=species:S:1:pos:R:3:nbo_charge:R:1
Au -1.62566 -0.34006 0.04621 1.07
N -4.96209 -2.93032 0.26893 -0.32
C -3.64338 -2.82140 0.26449 0.22
N -3.34325 -1.54640 0.08419 -0.60
C -4.55522 -0.88882 -0.00780 0.29
N -5.57310 -1.73342 0.09962 -0.27
C -4.56725 0.50677 -0.19415 -0.05
C -5.74756 1.27929 -0.21686 0.09
N -5.74249 2.56704 -0.40576 -0.43
C -4.53377 3.17164 -0.60093 -0.07
C -3.36332 2.46305 -0.56493 -0.03
N -3.34016 1.13679 -0.34373 -0.53
H -5.52444 -3.75592 0.38342 0.44
H -2.94501 -3.63362 0.37959 0.23
H -6.69779 0.77754 -0.06688 0.21
H -4.53804 4.23471 -0.79401 0.21
H -2.42566 2.97257 -0.73369 0.19
I -0.01287 -1.88551 2.11742 0.24
C 0.98871 -2.82704 0.48534 -0.12
C 1.42219 -4.09385 0.76828 -0.24
C 1.96825 -4.90254 -0.24199 -0.20
C 2.02981 -4.43385 -1.52020 -0.17
C 1.62739 -3.11523 -1.83229 0.04
C 1.75676 -2.64740 -3.16000 -0.18
C 1.44468 -1.36109 -3.48849 -0.19
C 1.01931 -0.47934 -2.48839 -0.19
C 0.87841 -0.89235 -1.18532 0.10
C 1.12601 -2.25146 -0.80979 -0.16
H 1.32480 -4.48953 1.77003 0.24
H 2.31173 -5.89863 0.00164 0.24
H 2.40034 -5.06322 -2.31916 0.23
H 2.12034 -3.33424 -3.91376 0.23
H 1.54105 -1.00821 -4.50603 0.24
H 0.81156 0.55713 -2.72349 0.23
N 0.44136 0.07714 -0.24091 -0.61
C 1.22094 0.92855 0.33703 0.50
C 0.61126 1.91155 1.25105 -0.07
C 1.13738 2.08507 2.53167 -0.20
C 0.54461 2.98834 3.39677 -0.20
C -0.54239 3.74585 2.97849 -0.17
C -1.05223 3.58906 1.69781 -0.19
C -0.48202 2.66555 0.83819 -0.22
C 2.68438 1.00220 0.16742 -0.18
C 3.51325 -0.12209 0.14823 -0.20
C 4.88654 0.02656 0.05874 -0.14
C 5.45074 1.29012 -0.03203 -0.18
C 4.63556 2.41373 -0.03437 -0.20
C 3.26517 2.27444 0.07842 -0.17
H 1.99082 1.49857 2.84806 0.23
H 0.93990 3.11068 4.39643 0.23
H -0.99061 4.46443 3.65148 0.23
H -1.89103 4.19157 1.37420 0.23
H -0.83980 2.53350 -0.17417 0.21
H 3.09497 -1.11274 0.24337 0.22
H 5.52247 -0.84880 0.06147 0.22
H 6.52519 1.40006 -0.09509 0.23
H 5.07055 3.40135 -0.10831 0.23
H 2.63268 3.15223 0.07453 0.23
```